16
Properties=species:S:1:pos:R:3 method="wB97M-V/def2-TZVPD" total_charge=+4 homo_lumo_gap_ev=3.30 total_energy_ha=-3176.29548 e_homo_ev=-25.818
O -1.8740 -0.2887 -3.1112
C -1.3695 -0.7363 -2.1741
O -1.6334 -1.8118 -1.4474
C -1.1713 -1.6450 -0.1492
O -1.5675 -2.1392 0.8198
C -0.0493 -0.5835 -0.2699
C 0.8957 -0.2601 0.8378
C 0.2078 0.9576 1.6608
F 0.8897 2.3140 1.3209
C -0.1036 -0.0193 -1.4492
Br 0.9744 1.3708 -2.2312
H 1.9123 0.1026 0.3868
H 1.0919 -1.1008 1.5039
H -0.8133 1.0683 1.3384
H 0.1949 0.7671 2.7343
Hf 2.4153 2.0043 0.2294

=====

12
Properties=species:S:1:pos:R:3 method="wB97M-V/def2-TZVPD" total_charge=0 homo_lumo_gap_ev=8.29 total_energy_ha=-2859.59738 smiles="Br[C@H]1C#CC=NC=C1" e_homo_ev=-9.594
Br -3.4227 -0.9101 -0.1447
C -1.1814 -0.8215 -0.4337
C -0.8721 0.5432 -0.6521
C -0.3192 1.6445 -0.6826
C 1.1828 1.7093 -0.5960
N 1.6419 0.7372 0.0286
C 0.9922 -0.2983 0.7985
C -0.1407 -1.0667 0.7159
H -1.0724 -1.6080 -1.2451
H 1.8760 2.4007 -1.0958
H 1.5637 -0.5105 1.7301
H -0.2481 -1.8198 1.5769

=====

15
Properties=species:S:1:pos:R:3 method="wB97M-V/def2-TZVPD" total_charge=0 homo_lumo_gap_ev="6.71 / 6.71" total_energy_ha=-1658.95889 smiles="Cl/C=C1/SC=C/C1=N/C=N/Cl" e_homo_ev="-8.263 / -8.262"
Cl -2.4005 -0.9792 -2.0072
C -1.2515 -1.7103 -1.0254
C -0.0637 -1.0873 -0.7728
S 1.3256 -1.9297 0.0589
C 2.2130 -0.4071 0.3679
C 1.4608 0.6246 -0.0315
C 0.1086 0.2838 -0.4063
N -0.8466 1.1813 0.1521
C -2.1076 0.8984 0.4349
N -2.6436 -0.1966 0.8151
Cl -4.2933 -0.2229 1.3081
H -1.3575 -2.7742 -0.7885
H 3.2403 -0.3118 0.6840
H 1.7904 1.6367 -0.1147
H -2.4810 1.9300 0.4569

=====

19
Properties=species:S:1:pos:R:3 method="wB97M-V/def2-TZVPD" total_charge=+2 multiplicity=5 homo_lumo_gap_ev="7.89 / 4.27" total_energy_ha=-2054.89173 e_homo_ev="-17.185 / -17.180"
O 1.9481 -3.3304 -1.6509
C 1.0931 -2.6554 -1.3329
Fe -0.8772 -1.2450 -0.6753
O -2.8836 -2.9297 -1.6192
C -1.8116 -2.5231 -1.3700
C -2.0349 -0.0478 -0.0984
O -2.5371 0.8761 0.3611
C -0.5309 -0.3718 -2.1302
O -0.5142 0.3392 -3.0405
C -0.6407 -1.9355 0.8951
O -0.6971 -2.2662 2.0005
N 2.3275 1.7765 1.0027
C 0.9765 1.6215 0.8735
N 0.1830 2.5877 1.3443
O 0.5745 0.6027 0.3323
H 2.7849 2.5768 1.4330
H 2.8982 1.0260 0.6354
H -0.8207 2.4851 1.2548
H 0.5621 3.4133 1.7848

=====

Copy entry 1 word for word.
16
Properties=species:S:1:pos:R:3 method="wB97M-V/def2-TZVPD" total_charge=+4 homo_lumo_gap_ev=3.30 total_energy_ha=-3176.29548 e_homo_ev=-25.818
O -1.8740 -0.2887 -3.1112
C -1.3695 -0.7363 -2.1741
O -1.6334 -1.8118 -1.4474
C -1.1713 -1.6450 -0.1492
O -1.5675 -2.1392 0.8198
C -0.0493 -0.5835 -0.2699
C 0.8957 -0.2601 0.8378
C 0.2078 0.9576 1.6608
F 0.8897 2.3140 1.3209
C -0.1036 -0.0193 -1.4492
Br 0.9744 1.3708 -2.2312
H 1.9123 0.1026 0.3868
H 1.0919 -1.1008 1.5039
H -0.8133 1.0683 1.3384
H 0.1949 0.7671 2.7343
Hf 2.4153 2.0043 0.2294